74
Properties=species:S:1:pos:R:3:forces:R:3:lowdin_charge:R:1 method="wB97M-V/def2-TZVPD" charge=-2 gap_ha="0.1908 / 0.1909" fmax_ev_per_a=1.65 homo_energy_ha="-0.034 / -0.034" relative_energy_ev=0.520 mol_weight_g_mol=758.692
O -0.84532 -2.52595 -3.80301 -0.297 0.085 0.057 -0.153
H 4.80833 -2.73092 4.00037 0.003 -0.012 -0.009 0.088
C 3.36744 2.26179 -0.76007 0.201 0.048 -0.037 -0.151
C -2.53791 -0.50407 -0.30990 0.398 0.200 0.065 -0.484
P 0.65637 1.15475 3.50472 0.141 0.129 0.027 -0.003
C -2.85964 -4.46903 -1.49498 0.226 0.603 -0.120 -0.024
C 0.52489 0.86895 -4.51222 0.178 -0.226 0.382 -0.079
H 0.30777 1.30662 6.39066 0.004 0.027 -0.006 0.076
C -0.68970 1.41530 -5.10638 0.226 -0.084 0.109 -0.150
H -1.40545 0.43368 7.94322 -0.008 -0.015 0.010 0.090
C -1.49197 0.24327 6.87970 -0.076 -0.024 0.103 -0.108
C -3.08303 1.71845 -5.31926 0.164 0.000 -0.072 -0.012
H 4.32181 2.71662 -1.04865 -0.056 -0.050 0.036 0.103
C -3.49165 -2.82617 0.17995 -0.049 0.431 -0.067 -0.038
C 3.30177 0.30207 4.03665 -0.094 0.141 0.071 -0.123
H 0.81654 3.51387 0.79075 -0.077 0.044 -0.033 0.080
H -3.97140 -4.88194 0.35971 -0.018 0.014 0.025 0.077
C -1.71521 -0.21250 4.15586 0.106 0.014 -0.030 -0.103
H 5.32670 -0.33764 4.33295 0.001 -0.004 0.003 0.090
C -2.86385 2.69753 -6.26591 -0.201 0.019 0.006 -0.108
N -2.27293 -2.16350 -1.84091 0.068 -0.067 0.196 -0.049
C -0.52779 0.72810 6.01577 0.153 0.041 -0.031 -0.115
S -0.20168 3.43303 -1.94090 0.310 0.007 0.239 0.559
O -1.71122 0.09470 -1.11962 -0.409 -0.257 -0.238 -0.170
C 2.81809 2.85549 0.54272 0.045 0.058 0.208 -0.182
N 2.33570 2.57323 -1.73202 0.154 0.059 -0.050 0.015
C -2.57796 -0.46869 6.38352 0.003 -0.007 0.109 -0.115
H 2.17916 1.93496 -2.49248 -0.065 -0.103 -0.200 0.074
H 3.50526 1.18779 -0.67426 0.039 -0.181 -0.011 0.092
S 0.07856 0.92133 1.62456 -0.068 0.061 0.057 0.324
N 1.94495 -0.22435 -3.12720 -0.205 0.031 -0.056 -0.031
C -2.86454 -1.79780 -0.60934 -0.051 -0.577 0.104 -0.197
H -3.53046 -1.24044 4.62146 -0.029 -0.017 0.007 0.098
C -3.51665 -4.10714 -0.24429 0.150 -0.146 -0.305 -0.114
S 0.78101 -1.79500 -1.20390 -0.082 0.345 -0.405 0.710
H 2.61526 2.08667 1.28720 0.028 -0.004 0.046 0.051
H -2.81021 -5.49416 -1.83219 0.044 0.003 -0.063 0.098
N 0.63491 0.04487 -3.51887 0.179 0.644 -0.798 -0.100
N 3.33080 -1.37025 -1.75309 -0.115 0.013 -0.074 0.036
O -1.26007 -4.71918 -4.03785 -0.125 0.115 0.137 0.047
O -2.97686 0.17401 0.77158 -0.177 0.003 0.085 0.039
H -3.92040 -2.54794 1.13455 -0.018 0.038 0.016 0.103
H 0.70617 -1.73368 3.30789 -0.027 0.002 -0.015 0.102
H -3.71660 3.20614 -6.70432 0.011 -0.013 0.007 0.091
C -2.00450 1.03840 -4.72263 0.284 -0.080 -0.107 -0.325
N 1.56911 3.46539 0.11975 -0.137 0.220 0.035 0.000
C 2.71452 -2.38086 3.65684 0.074 -0.045 0.006 -0.094
H -4.08009 1.44258 -5.00443 -0.029 -0.002 -0.006 0.111
S 1.27174 2.93501 4.16292 -0.038 -0.111 -0.061 0.096
C -0.62697 0.49934 4.64629 -0.108 0.061 -0.056 -0.373
H 3.48729 3.60029 0.98129 -0.032 -0.046 -0.043 0.107
H 3.45206 -1.65888 -0.79662 -0.053 -0.004 -0.011 0.064
C 2.03024 -1.05901 -2.11866 0.432 0.073 0.033 -0.870
C 1.71407 -1.43160 3.56408 -0.046 0.070 -0.038 -0.095
C 4.02052 -1.98971 3.93465 -0.002 -0.092 -0.002 -0.118
C 4.30994 -0.64920 4.12143 0.112 0.025 0.022 -0.110
C -1.40696 -3.65990 -3.45474 0.096 -0.096 -0.086 -0.561
O -2.23049 0.08500 -3.86177 0.054 0.555 -0.398 -0.147
H 0.50821 2.68251 -6.34595 0.021 0.001 0.003 0.103
H 1.46300 1.23519 -4.94233 -0.098 -0.036 0.087 0.122
H -1.41729 3.82413 -7.40448 -0.001 0.024 -0.019 0.084
H 3.50528 1.35608 4.18994 0.018 -0.014 -0.007 0.053
H 2.48035 -3.42515 3.49196 0.006 -0.017 0.006 0.097
H -3.33808 -0.83975 7.06018 -0.023 -0.012 0.017 0.088
H 4.03026 -0.74456 -2.11871 0.020 0.027 -0.007 0.071
H -2.33686 0.88850 0.95783 0.051 -0.237 -0.082 0.036
Ti -1.07046 -0.90810 -2.69013 -0.302 -1.100 1.190 0.937
C -0.50500 2.40750 -6.07646 -0.189 -0.018 0.036 -0.062
C -2.68609 -0.69456 5.02287 -0.064 -0.044 -0.059 -0.091
C 1.99804 -0.07934 3.75773 -0.009 -0.091 -0.038 -0.378
C 1.25273 3.15266 -1.15618 -0.371 0.016 -0.159 -0.910
C -2.24781 -3.48939 -2.21151 -0.356 -0.336 0.271 -0.208
C -1.57607 3.05126 -6.66516 0.127 -0.080 0.064 -0.121
H -1.79964 -0.37672 3.08982 -0.020 0.000 -0.076 0.060